Arrangement 1

14
Properties=species:S:1:pos:R:3:mulliken_charge:R:1 method="wB97M-V/def2-TZVPD" multiplicity=1 homo_ev=-8.886 homo_lumo_gap_ha=0.34990
C 0.58 1.60 -0.49 -0.034
C 0.00 0.84 0.68 -0.283
C 0.86 -0.41 1.08 -0.575
C -1.11 -0.36 0.59 0.414
H 0.01 -0.66 -1.12 0.159
H 0.95 -0.76 -2.67 0.347
H 0.75 2.67 -0.57 0.419
H -0.13 1.47 1.56 0.418
H 1.55 -0.45 1.90 0.337
H 1.39 -0.51 -0.09 0.569
N 0.96 -0.53 -1.54 -0.431
N 0.84 0.97 -1.57 -0.511
O -0.09 -1.29 0.96 -0.298
O -2.30 -0.57 0.49 -0.532


Arrangement 2

14
Properties=species:S:1:pos:R:3:mulliken_charge:R:1 method="wB97M-V/def2-TZVPD" multiplicity=1 homo_ev=-9.349 homo_lumo_gap_ha=0.37214 smiles="C=N/N=C(/C)OC=O"
C -1.03 1.81 -0.23 -0.901
C -0.25 0.44 -0.05 0.650
C -1.69 -1.49 0.13 -0.001
C 2.80 -0.81 -0.01 -0.226
H -1.54 1.74 0.84 0.262
H -1.99 1.39 -0.69 0.234
H -0.60 2.79 -0.33 0.366
H -2.02 -2.09 0.93 0.360
H 3.65 -1.65 0.32 0.244
H 3.25 0.40 0.01 0.246
N 0.96 0.31 -0.47 -0.339
N 1.56 -0.97 -0.42 -0.373
O -0.87 -0.42 0.78 -0.315
O -2.22 -1.44 -0.81 -0.207


Arrangement 3

14
Properties=species:S:1:pos:R:3:mulliken_charge:R:1 method="wB97M-V/def2-TZVPD" multiplicity=1 homo_ev=-9.477 homo_lumo_gap_ha=0.37591 smiles="C=CN=C=O.C=NO"
C 0.79 1.51 0.03 0.277
C -1.64 1.62 0.00 0.749
C 1.93 2.21 -0.15 -0.789
C -0.97 -1.97 0.26 -0.340
N -0.53 2.01 0.12 -0.295
N -1.80 -1.04 0.26 -0.200
O -2.84 1.59 0.02 -0.545
O -3.09 -1.19 -0.29 -0.360
H 0.84 0.37 0.13 -0.014
H 2.84 1.63 -0.34 0.231
H 2.03 3.21 0.01 0.376
H -1.24 -2.99 -0.12 0.277
H 0.00 -1.66 0.55 0.260
H -3.61 -0.42 0.07 0.372


Arrangement 4

14
Properties=species:S:1:pos:R:3:mulliken_charge:R:1 method="wB97M-V/def2-TZVPD" multiplicity=1 homo_ev=-8.437 homo_lumo_gap_ha=0.33913 smiles=CNc1cc(O)no1
C -1.90 -1.09 -1.11 -0.738
C 0.28 0.07 -0.41 0.528
C 0.25 0.09 0.99 -0.610
C 1.43 0.95 1.21 0.408
H -2.29 -0.43 -0.37 0.257
H -1.94 -2.11 -0.63 0.270
H -2.48 -0.97 -2.00 0.324
H 0.18 -0.92 -2.02 0.259
H -0.66 0.28 1.56 0.258
H 2.59 1.32 2.60 0.394
N -0.52 -0.55 -1.35 -0.228
N 2.14 1.12 0.10 -0.485
O 1.62 1.50 2.34 -0.469
O 1.30 0.73 -0.92 -0.168


The least stable of them is arrangement 1.


Arrangement 1

14
Properties=species:S:1:pos:R:3:mulliken_charge:R:1 method="wB97M-V/def2-TZVPD" multiplicity=1 homo_ev=-9.509 homo_lumo_gap_ha=0.36022
C 2.85 0.60 -0.41 -0.298
C -0.29 0.09 0.34 0.278
C -1.18 -1.12 0.17 -0.357
C -1.34 0.89 -0.24 0.330
H 3.02 0.08 -1.26 0.342
H 3.77 0.98 0.15 0.224
H -0.06 0.25 1.37 0.359
H -0.87 -2.07 -0.45 0.217
H -1.53 -1.50 1.17 0.211
H -3.35 -0.38 -0.39 0.365
N 1.88 0.56 0.37 -0.431
N -2.05 -0.20 -0.54 -0.369
O 0.90 -0.33 -0.27 -0.225
O -1.75 2.14 0.00 -0.645


Arrangement 2

14
Properties=species:S:1:pos:R:3:mulliken_charge:R:1 method="wB97M-V/def2-TZVPD" multiplicity=1 homo_ev=-7.795 homo_lumo_gap_ha=0.29798 smiles="CC(N)=C=NC(=O)O"
C 0.22 0.04 0.00 0.579
C 2.94 -0.07 0.00 0.597
C -1.87 -1.31 -0.16 -1.086
C -1.08 0.01 0.02 -0.015
N 1.46 -0.03 -0.08 -0.319
N -1.90 1.21 0.07 -0.557
O 3.51 1.11 0.04 -0.438
O 3.52 -1.13 0.06 -0.479
H -2.80 -1.17 0.33 0.345
H -1.38 -2.16 0.37 0.314
H -2.07 -1.52 -1.19 0.239
H -2.51 1.22 0.88 0.220
H 3.08 1.86 -0.34 0.343
H -1.12 1.96 0.00 0.256


Arrangement 3

14
Properties=species:S:1:pos:R:3:mulliken_charge:R:1 method="wB97M-V/def2-TZVPD" multiplicity=1 homo_ev=-9.032 homo_lumo_gap_ha=0.35767
C -0.52 -0.22 -0.15 0.413
C 1.12 1.40 0.02 -0.543
C 1.80 0.06 -0.28 0.026
C 0.73 -0.98 -0.43 -0.021
H -2.42 0.91 0.26 0.353
H 1.35 2.15 -0.71 0.336
H 1.43 1.75 1.01 0.245
H 2.69 0.02 -0.93 0.406
H 2.27 -1.70 0.73 0.258
H 0.77 -1.85 -1.11 0.420
N -1.67 -0.78 -0.20 -0.482
N 1.60 -0.91 0.78 -0.596
O -2.75 0.03 0.23 -0.341
O -0.30 1.09 -0.02 -0.472


The least stable of them is arrangement 1.


Arrangement 1

14
Properties=species:S:1:pos:R:3:mulliken_charge:R:1 method="wB97M-V/def2-TZVPD" multiplicity=1 homo_ev=-9.631 homo_lumo_gap_ha=0.32595
C 0.37 1.19 -1.20 -0.695
C -2.01 -0.14 0.35 -0.276
C 1.00 -0.26 0.31 0.555
C 0.96 -1.49 1.18 0.031
H 0.40 2.47 -0.24 0.198
H -0.96 1.52 -2.23 0.254
H 1.85 0.55 -1.80 0.220
H -1.19 0.13 1.29 0.189
H -2.98 -0.44 0.44 0.415
H 2.02 -1.97 1.17 0.291
N -0.07 0.13 -0.47 0.541
N -1.42 -0.23 -0.86 -0.746
O 2.01 0.53 0.28 -0.521
O 0.01 -2.00 1.79 -0.456


Arrangement 2

14
Properties=species:S:1:pos:R:3:mulliken_charge:R:1 method="wB97M-V/def2-TZVPD" multiplicity=1 homo_ev=-9.239 homo_lumo_gap_ha=0.37012 smiles="c1c[nH]cn1.O=CO"
C 0.27 1.78 0.64 -0.479
C -1.03 1.77 1.17 -0.192
C -0.37 -0.30 0.64 -0.115
C 0.85 -1.84 -1.69 0.046
N 0.64 0.46 0.39 -0.441
N -1.49 0.41 1.08 -0.135
O 1.96 -1.23 -1.24 -0.419
O -0.21 -1.41 -2.00 -0.445
H 0.94 2.63 0.40 0.348
H -1.84 2.38 1.42 0.397
H 0.96 -2.93 -1.88 0.343
H -2.25 -0.02 1.51 0.203
H 1.72 -0.31 -0.91 0.510
H -0.15 -1.38 0.48 0.378


The least stable of them is arrangement 1.


Arrangement 1

14
Properties=species:S:1:pos:R:3:mulliken_charge:R:1 method="wB97M-V/def2-TZVPD" multiplicity=1 homo_ev=-7.694 homo_lumo_gap_ha=0.30151 smiles=Nc1[nH]cc(O)c1O
C -1.04 -0.18 -0.06 0.087
C 0.72 -1.49 -0.02 -0.797
C 1.12 -0.20 -0.01 0.551
C 0.06 0.63 0.01 0.152
H -2.62 0.92 -0.54 0.300
H -2.77 0.25 0.94 0.263
H -1.33 -2.12 0.30 0.281
H 1.42 -2.32 0.13 0.373
H 2.35 1.11 -0.08 0.336
H -0.29 2.28 0.74 0.314
N -2.46 0.07 -0.05 -0.621
N -0.63 -1.45 -0.04 -0.033
O 2.44 0.14 0.03 -0.585
O 0.02 1.98 -0.07 -0.620


Arrangement 2

14
Properties=species:S:1:pos:R:3:mulliken_charge:R:1 method="wB97M-V/def2-TZVPD" multiplicity=1 homo_ev=-8.761 homo_lumo_gap_ha=0.34783
C -1.66 0.27 0.84 -0.704
N 1.03 0.73 -0.80 -0.417
N 0.22 -0.01 -1.71 -0.131
C 0.70 -0.04 0.43 0.723
C -0.25 -1.00 -0.91 0.122
C -0.37 0.40 1.28 -0.451
O 1.83 -0.41 1.12 -0.501
O -0.67 -2.09 -1.18 -0.553
H 2.54 -0.55 0.48 0.353
H 0.69 1.69 -0.73 0.324
H 0.54 -0.13 -2.67 0.272
H -2.43 0.91 1.25 0.296
H -2.07 -0.60 0.37 0.264
H -0.11 0.83 2.24 0.403


The least stable of them is arrangement 2.